(1)
C34H45N8PS2SbSe4Sn | wB97M-V/def2-TZVPD

```
96
Properties=species:S:1:pos:R:3:forces:R:3:mulliken_charge:R:1
Sb 2.4295 3.4813 -1.8127 -0.1 0.2 -0.1 0.121
Sn 0.5406 0.4168 -0.5158 0.0 0.1 0.4 1.345
Se -1.2404 4.0237 -0.2506 0.1 -0.2 -0.1 -0.638
Se 4.5668 3.3505 -0.5674 0.2 0.2 -0.3 -0.800
Se 1.9769 1.0873 -2.6255 0.0 0.0 -0.1 -0.706
Se 0.8623 3.1414 0.2538 -0.1 0.1 0.0 -0.194
S 0.0769 -2.7028 2.6375 0.0 0.0 -0.1 0.154
S 2.7706 -1.6819 -0.1706 0.1 0.1 0.0 0.066
P -1.8444 -2.4786 -0.4241 -0.1 0.1 -0.3 0.569
N -2.4558 0.0423 -2.0008 0.1 0.0 0.0 0.158
N -2.8413 -2.2411 -1.8189 -0.1 -0.1 0.0 0.093
N 0.2965 -3.6175 5.1370 0.0 -0.2 0.0 0.127
N -0.0397 0.9437 2.4433 0.0 0.0 -0.1 1.043
N 4.7734 -0.1018 -0.9411 0.1 0.1 -0.1 -0.340
N 2.4246 0.6644 1.5428 0.0 -0.1 -0.1 0.420
N -1.7028 -2.6572 4.5845 -0.1 -0.1 -0.1 0.508
N 3.6070 0.6508 0.8550 -0.1 -0.6 0.1 -0.124
C -4.0401 -5.0977 1.8137 0.0 0.0 0.0 -0.531
C -1.6062 1.6057 4.1119 0.0 0.1 0.0 -0.886
C -0.4568 -3.0379 4.1758 0.0 0.2 0.2 -0.717
C -2.6669 -5.2229 -0.5916 0.0 0.0 -0.1 -0.385
C -3.0570 -1.0409 -2.4754 0.0 0.0 0.0 0.327
C -2.6505 1.2068 -2.6272 0.0 0.0 0.0 0.196
C -0.3624 -3.1958 -1.2471 0.0 0.0 0.1 0.505
C 1.2122 -3.1678 -3.0806 0.0 0.0 0.0 -0.435
C 3.7603 -0.3229 -0.0899 -0.2 0.1 0.3 -0.203
C -0.5897 2.1995 4.8383 0.0 0.0 0.0 -0.978
C -4.0407 -6.2745 1.0792 0.0 0.0 0.0 -0.508
C -3.3518 -6.3354 -0.1257 0.0 0.0 0.0 -0.717
C 2.2896 1.5248 2.4758 -0.1 -0.1 0.2 0.226
C -3.2892 -0.3076 6.3775 0.0 0.0 0.0 -0.864
C 1.6924 -3.9874 4.9731 0.0 0.1 0.0 -0.813
C 0.7046 2.1695 4.3408 -0.1 0.1 0.0 -0.704
C 1.6056 -0.8264 5.7925 0.0 0.0 0.0 -0.661
C -2.4154 -3.2352 5.7135 0.1 0.0 0.0 -1.293
C -3.8748 -1.0109 -3.6152 0.0 0.0 0.0 -0.987
C 0.4196 -4.1623 -0.6144 0.0 0.0 0.0 -0.506
C -1.2746 0.9818 2.9172 0.1 0.0 0.0 -0.812
C -4.0587 0.1974 -4.2522 0.0 0.0 0.0 -0.226
C 3.3636 2.4838 2.8872 0.0 0.1 0.2 -1.725
C -3.2775 -1.4673 7.3638 0.0 0.0 0.0 -0.960
C 2.8043 -1.7405 5.5552 0.0 0.0 0.0 -0.425
C 0.0524 -2.6957 -2.4793 0.0 0.1 0.0 -0.445
C 1.5673 -4.6436 -1.2231 0.0 0.0 0.0 -0.657
C -2.2001 -2.5027 7.0501 0.0 0.0 0.0 0.164
C 1.9639 -4.1519 -2.4600 0.0 0.0 0.0 -0.529
C -3.3534 -3.9883 1.3402 0.0 0.0 0.0 -0.276
C 0.9401 1.5384 3.1252 0.1 0.0 -0.2 0.697
C -3.4431 1.3387 -3.7533 0.0 0.0 0.0 -0.896
C -2.6677 -4.0314 0.1299 0.1 0.0 0.1 0.387
C 2.6039 -3.2141 5.9185 0.1 0.0 0.0 -0.888
H -4.6802 0.2488 -5.1386 0.0 0.0 0.0 0.380
H -1.2283 -1.9990 7.0150 0.0 0.0 0.0 -0.054
H 3.5786 -3.7095 5.9075 0.0 0.0 0.0 0.382
H -0.5188 -1.9164 -2.9716 0.0 0.0 0.0 0.242
H 4.7334 -0.6812 -1.7643 0.0 0.0 0.0 0.299
H 2.9925 3.2317 3.5826 0.0 0.0 0.0 0.507
H -2.2321 -2.2248 3.8455 0.0 0.0 0.0 0.043
H -2.3325 0.2174 6.3794 0.0 0.0 0.0 0.185
H -3.5572 2.3040 -4.2256 0.0 0.0 0.0 0.414
H -3.1258 -1.0875 8.3775 0.0 0.0 0.0 0.384
H -4.0742 0.4124 6.6142 0.0 0.0 0.0 0.428
H -3.1003 -3.0552 -2.3565 0.0 0.0 0.0 0.232
H -2.1290 -4.2869 5.8077 0.0 0.0 0.0 0.464
H -2.6354 1.6448 4.4414 0.0 0.0 0.0 0.731
H 1.2251 -0.9325 6.8140 0.0 0.0 0.0 0.388
H 0.1324 -4.5347 0.3620 0.0 0.0 0.0 0.398
H -3.3431 -3.0694 1.9148 0.0 0.0 0.0 0.213
H -4.5681 -7.1456 1.4478 0.0 0.0 0.0 0.373
H -2.1110 -5.2897 -1.5208 0.0 0.0 0.0 0.364
H 4.0672 1.5531 0.6570 0.1 0.2 -0.1 -0.239
H 1.8015 -5.0657 5.1204 0.0 0.0 0.1 0.275
H 1.9588 -3.7684 3.9397 0.0 0.0 0.0 0.423
H -3.3428 -7.2539 -0.6996 0.0 0.0 0.0 0.392
H 0.7875 -1.0206 5.0985 0.0 0.0 0.0 -0.002
H -4.2544 -1.9623 7.3663 0.0 0.0 0.0 0.357
H -2.1349 2.0639 -2.2002 0.0 0.0 0.0 0.014
H 3.0997 -1.6771 4.5037 0.0 0.0 0.0 0.213
H 1.5120 2.6303 4.8925 0.0 0.0 0.0 0.387
H -4.3423 -1.9177 -3.9785 0.0 0.0 0.0 0.367
H -3.4558 -0.6485 5.3548 0.0 0.0 0.0 0.237
H -3.4777 -3.2322 5.4596 0.0 0.0 0.0 0.489
H 1.8919 0.2177 5.6570 0.0 -0.1 0.0 0.305
H -4.5689 -5.0451 2.7579 0.0 0.0 0.0 0.394
H 2.1682 -5.3900 -0.7183 0.0 0.0 0.0 0.353
H -0.7995 2.6972 5.7773 0.0 0.0 0.0 0.409
H 3.6507 -1.3641 6.1366 0.0 0.0 0.0 0.381
H -0.0334 -3.5512 6.0864 0.0 0.0 0.0 0.167
H 3.7467 3.0214 2.0163 0.0 0.0 0.0 0.251
H 1.5320 -2.7465 -4.0251 0.0 0.0 0.0 0.409
H -2.1514 -3.2357 7.8607 0.0 0.0 0.0 0.308
H 4.1964 1.9453 3.3471 0.0 0.0 0.0 0.291
H -2.0324 0.5077 2.2998 0.0 0.0 0.0 0.364
H 5.0232 0.8817 -1.0996 0.0 -0.1 0.1 0.112
H 2.8733 -4.5147 -2.9220 0.0 0.0 0.0 0.347
H 2.2332 -3.3014 6.9487 0.0 0.0 0.0 0.344
```
Forces are in eV/Å.

Output
- Total energy: -12958.88349 hartree
- Highest occupied orbital energy: -0.1360 hartree
- Lowest unoccupied orbital energy: 1.9314 eV
- Total charge: -1
- ΔE to the lowest compared entry with this formula, charge and spin: 25.2 kJ/mol
- Kohn-Sham gap: 5.6 eV

---

(2)
C2H7Cl3NSi | wB97M-V/def2-TZVPD

```
14
Properties=species:S:1:pos:R:3:forces:R:3:mulliken_charge:R:1
Cl 2.0534 -0.4819 1.6982 0.2 0.5 -1.1 -0.293
Cl 2.3373 1.8425 -0.8627 0.5 0.5 -0.2 -0.131
Cl 2.6601 -1.4421 -1.3337 -0.7 0.4 -0.2 -0.133
Si 1.6828 0.0469 -0.3755 -0.7 -1.1 2.4 0.816
N -0.7040 0.3907 1.2908 1.5 -1.4 0.1 -0.239
C -1.1166 -0.7773 -0.9334 -0.4 0.4 1.9 -1.468
C -0.2759 0.1170 -0.1081 1.3 2.7 -1.6 -0.016
H -0.6747 -1.7168 -0.8425 1.0 -1.9 -0.5 0.413
H 0.0512 0.9518 1.7577 -0.7 -1.0 0.0 0.331
H -0.2874 2.1166 -0.8266 -0.3 -2.2 0.8 0.179
H -1.5296 0.9348 1.2997 -1.4 0.7 0.0 0.388
H -0.8809 -0.5393 1.7724 0.4 1.4 -0.1 0.348
H -2.1126 -0.9912 -0.6258 -1.1 0.5 0.7 0.460
H -1.2030 -0.4518 -1.9105 0.3 0.5 -2.1 0.346
```
Forces are in eV/Å.

Output
- Total energy: -1804.96946 hartree
- Highest occupied orbital energy (spin up / spin down): -0.5313 / -0.5150 hartree
- Lowest unoccupied orbital energy (spin up / spin down): -5.2141 / -4.9911 eV
- Total charge: +1
- ΔE to the lowest compared entry with this formula, charge and spin: 331.1 kJ/mol
- Kohn-Sham gap (spin up / spin down): 9.2 / 9.0 eV

---

(3)
C8H8 | wB97M-V/def2-TZVPD

```
16
Properties=species:S:1:pos:R:3:forces:R:3:mulliken_charge:R:1
C 0.6581 -0.6257 0.8439 4.0 -1.0 4.4 -0.193
C 0.4382 0.5721 1.5191 1.6 -2.1 0.1 -0.739
C -0.7870 -1.8213 -0.1996 -4.2 -6.9 0.3 -0.717
C 0.6128 -0.7643 -0.5193 2.2 1.8 -2.1 0.464
C 0.3148 0.3694 -1.3063 2.4 1.5 -1.1 -0.631
C 0.2167 1.6614 0.7313 -1.2 3.3 1.0 0.042
C -1.2783 -0.7469 -0.2576 -8.1 1.7 -1.9 -0.027
C 0.0714 1.5689 -0.6642 0.7 -0.7 0.3 -0.837
H 0.1181 2.6625 1.2977 0.0 -1.5 -1.4 0.239
H 0.6912 -1.6230 1.4070 0.3 1.7 -0.4 0.176
H 0.2455 0.1729 -2.3662 -0.1 0.6 -0.1 0.338
H 0.7111 -1.6932 -1.1048 1.7 1.1 0.2 0.246
H 0.5679 0.5604 2.6187 -0.4 0.3 -0.9 0.377
H -0.2390 2.4214 -1.2199 0.0 0.6 -0.4 0.422
H -0.4066 -2.8710 -0.1929 -0.8 1.6 0.4 0.441
H -1.9350 0.1564 -0.5870 1.9 -2.1 1.5 0.401
```
Forces are in eV/Å.

Output
- Total energy: -309.30578 hartree
- Highest occupied orbital energy: -0.2292 hartree
- Lowest unoccupied orbital energy: 0.5763 eV
- ΔE to the lowest compared entry with this formula, charge and spin: 808.7 kJ/mol
- Kohn-Sham gap: 6.8 eV